No. 1
This record from the OMol25 dataset describes 2 unconnected molecules or ions with the total composition ClHO4 at a distorted geometry. The level of theory is the ωB97M-V functional and the def2-TZVPD basis.

The value obtained for the largest force on an atom is 0.0911 Eh/bohr. Its frontier orbital gap (alpha / beta) is 6.47 / 6.48 eV. As for the relative energy (zero: lowest compared OMol25 entry of this formula, charge and spin): 3.099 eV. The HOMO energy (alpha / beta) comes out at -10.59 / -10.60 eV. As for the total energy: -761.328264 Eh.

Geometry (Å):
1 O -0.717 0.600 -1.308
2 O -0.834 1.347 1.042
3 O -1.530 -0.843 0.381
4 O 1.837 -0.228 -0.056
5 Cl -0.772 0.309 0.103
6 H 2.016 -1.184 -0.161


No. 2
This record from the OMol25 dataset describes a molecular structure, ClHg at a distorted geometry. The level of theory is the ωB97M-V functional and the def2-TZVPD basis.

The value obtained for the largest force on an atom is 0.1109 Eh/bohr. Its frontier orbital gap is 8.62 eV. As for the relative energy (zero: lowest compared OMol25 entry of this formula, charge and spin): 0.343 eV. Its total charge is +1. The HOMO energy comes out at -17.60 eV. As for the total energy: -613.240443 Eh.

Geometry (Å):
1 Hg 0.239 -1.268 1.138
2 Cl -0.846 -2.673 2.126


No. 3
This record from the OMol25 dataset describes a molecular structure, ClHg4O4 at a distorted geometry. The level of theory is the ωB97M-V functional and the def2-TZVPD basis.

The value obtained for the largest force on an atom is 0.0777 Eh/bohr. Its frontier orbital gap is 5.75 eV. As for the relative energy (zero: lowest compared OMol25 entry of this formula, charge and spin): 0.000 eV. Its total charge is +7. The HOMO energy comes out at -35.04 eV. As for the total energy: -1369.662537 Eh.

Geometry (Å):
1 Hg 0.382 -3.422 -2.123
2 Hg -2.812 1.817 -2.314
3 Hg 3.642 0.276 1.568
4 Hg -1.183 2.455 3.175
5 Cl -0.001 -0.198 -0.086
6 O 1.402 0.080 -0.058
7 O -0.584 0.326 1.188
8 O -0.665 0.357 -1.206
9 O -0.181 -1.690 -0.145


No. 4
This record from the OMol25 dataset describes a gas-phase ion, ClIO2P (charge -1) at a distorted geometry. The level of theory is the ωB97M-V functional and the def2-TZVPD basis.

The value obtained for the largest force on an atom is 0.1219 Eh/bohr. Its frontier orbital gap is 8.32 eV. As for the relative energy (zero: lowest compared OMol25 entry of this formula, charge and spin): 0.366 eV. Its total charge is -1. The SMILES is O=[P@]([O-])(Cl)I. The HOMO energy comes out at -5.24 eV. As for the total energy: -1249.916435 Eh.

Geometry (Å):
1 O 0.671 -0.847 1.336
2 O 0.644 -0.665 -1.397
3 P 0.265 -0.169 -0.072
4 Cl 0.656 1.824 0.037
5 I -2.235 -0.144 0.095


No. 5
This record from the OMol25 dataset describes a molecular structure, ClLi3 at a distorted geometry. The level of theory is the ωB97M-V functional and the def2-TZVPD basis.

The value obtained for the largest force on an atom is 0.0386 Eh/bohr. Its frontier orbital gap (alpha / beta) is 14.80 / 8.36 eV. As for the spin multiplicity: 2. As for the expectation value of S²: 0.75. As for the relative energy (zero: lowest compared OMol25 entry of this formula, charge and spin): 1.260 eV. Its total charge is +3. The HOMO energy (alpha / beta) comes out at -29.96 / -29.46 eV. As for the total energy: -481.520322 Eh.

Geometry (Å):
1 Li 0.305 1.363 1.089
2 Li 1.525 -1.376 0.445
3 Li -2.072 0.105 -0.387
4 Cl 0.242 -0.092 -1.147


No. 6
This record from the OMol25 dataset describes a molecular structure, ClN2O2 at a distorted geometry. The level of theory is the ωB97M-V functional and the def2-TZVPD basis.

The value obtained for the largest force on an atom is 0.0767 Eh/bohr. Its frontier orbital gap (alpha / beta) is 7.36 / 7.36 eV. As for the relative energy (zero: lowest compared OMol25 entry of this formula, charge and spin): 1.384 eV. Its total charge is -1. The HOMO energy (alpha / beta) comes out at -3.00 / -3.00 eV. As for the total energy: -720.052850 Eh.

Geometry (Å):
1 N -1.010 0.916 0.069
2 N 0.422 -0.138 -0.070
3 O 0.240 -1.352 0.055
4 O 1.466 0.499 0.003
5 Cl -2.321 -0.138 -0.025


No. 7
This record from the OMol25 dataset describes a single ClNO2S molecule at a distorted geometry. The level of theory is the ωB97M-V functional and the def2-TZVPD basis.

The value obtained for the largest force on an atom is 0.0678 Eh/bohr. Its frontier orbital gap is 8.20 eV. As for the relative energy (zero: lowest compared OMol25 entry of this formula, charge and spin): 1.398 eV. The SMILES is O=[N+]([O-])SCl. The HOMO energy comes out at -11.06 eV. As for the total energy: -1063.453321 Eh.

Geometry (Å):
1 N 0.046 -0.275 0.095
2 O 0.131 -1.183 0.824
3 O -0.385 -0.164 -0.986
4 S 0.504 1.220 0.879
5 Cl -0.035 2.803 -0.888


No. 8
This record from the OMol25 dataset describes a single ClNO3 molecule at a distorted geometry. The level of theory is the ωB97M-V functional and the def2-TZVPD basis.

The value obtained for the largest force on an atom is 0.0754 Eh/bohr. Its frontier orbital gap is 9.37 eV. As for the relative energy (zero: lowest compared OMol25 entry of this formula, charge and spin): 1.331 eV. The SMILES is O=NOOCl. The HOMO energy comes out at -10.59 eV. As for the total energy: -740.413368 Eh.

Geometry (Å):
1 N 0.990 0.261 -0.431
2 O 1.455 0.938 -1.271
3 O -0.429 -0.031 -0.558
4 O -0.818 -0.906 0.340
5 Cl -1.197 -0.262 1.921